No. 1
83
Properties=species:S:1:pos:R:3:forces:R:3:mulliken_charge:R:1 method="wB97M-V/def2-TZVPD" total_charge=-1 total_energy_ev=-40510.9303 homo_lumo_gap_ha=0.155
C 2.1273 0.6972 0.5498 0.08 -0.03 0.30 -1.00
C 2.5254 2.1748 0.6227 0.02 -0.10 -0.27 -0.67
C 1.9339 3.0587 -0.4908 0.05 -0.02 0.32 0.47
C 2.9044 3.2170 -1.6635 0.01 0.25 0.10 -0.97
C 2.3120 3.5815 -3.0237 -0.01 -0.13 -0.16 -1.23
C 1.0774 2.8088 -3.4862 0.03 0.00 0.20 -0.38
C 1.1423 1.2981 -3.3345 -0.28 -0.51 -0.16 0.04
C -0.2321 0.6517 -3.6222 0.10 0.21 -0.13 -1.12
C -1.0450 0.3294 -2.3610 -0.35 0.11 0.28 1.05
N -2.4515 0.5987 -2.5146 -0.03 0.01 -0.42 -0.99
O -2.8703 1.2626 -1.2653 0.02 -0.23 0.25 -0.23
C -2.9954 2.6427 -1.4112 -0.12 0.36 0.23 0.23
C -4.4533 3.1047 -1.2056 0.10 -0.13 0.08 -1.19
H 1.1274 0.5586 0.1427 -0.06 0.01 -0.09 0.11
H 2.8329 0.1097 -0.0353 -0.07 -0.01 -0.23 0.34
H 2.1243 0.2632 1.5512 0.02 -0.05 0.02 0.38
H 3.6132 2.2384 0.5411 0.10 0.09 0.20 0.42
H 2.2688 2.5670 1.6061 -0.15 0.07 0.04 0.25
H 1.7261 4.0360 -0.0506 -0.08 0.16 -0.18 0.44
H 0.9711 2.6606 -0.8119 -0.04 -0.09 -0.03 -0.41
H 3.5331 2.3284 -1.7462 -0.15 -0.20 -0.06 0.37
H 3.5865 4.0297 -1.3950 0.22 -0.10 0.01 0.43
H 2.0840 4.6499 -3.0340 -0.05 0.07 -0.05 0.39
H 3.0915 3.4222 -3.7748 0.13 0.12 0.00 0.36
H 0.1846 3.1592 -2.9616 -0.03 0.04 0.06 0.10
H 0.9224 3.0363 -4.5428 -0.16 0.08 -0.05 0.48
H 1.4402 1.0307 -2.3192 0.13 -0.05 0.03 -0.23
H 1.8885 0.8643 -4.0069 0.23 0.18 0.00 0.50
H -0.8551 1.3633 -4.1684 0.00 0.02 -0.16 0.52
H -0.1099 -0.2130 -4.2788 -0.03 -0.15 0.07 0.12
H -0.8398 -0.7278 -2.0597 0.31 -0.03 0.07 -0.32
H -0.6490 0.9472 -1.5396 0.09 0.02 0.05 -0.45
H -2.3710 3.1551 -0.6580 0.09 -0.01 0.01 0.01
H -2.6384 2.9555 -2.3941 0.06 -0.17 -0.11 0.20
H -5.0470 2.2187 -0.9862 -0.07 -0.04 -0.06 0.29
H -4.5533 3.7825 -0.3561 -0.03 0.13 -0.01 0.29
H -4.8600 3.5879 -2.0933 -0.08 0.03 -0.03 0.32
C 2.1634 -8.0808 -3.2119 -0.09 -0.02 0.05 -0.76
O 1.3056 -7.1464 -2.6079 0.08 0.19 -0.15 -0.27
C 1.8899 -6.4791 -1.5018 -0.06 -0.13 0.04 -0.56
C 1.3567 -5.0733 -1.3418 -0.08 0.10 0.09 -0.38
O 1.8605 -4.1451 -2.2813 0.14 -0.04 -0.02 -0.43
C 1.3107 -4.1496 -3.5910 0.01 0.02 -0.09 -0.53
C -0.0702 -3.5474 -3.6944 -0.21 -0.02 -0.06 0.11
O -1.0597 -4.4270 -3.1862 0.10 0.02 0.25 -0.34
C -2.1705 -3.7217 -2.6543 -0.06 -0.06 -0.05 -0.73
H 2.3607 -8.9352 -2.5515 0.05 0.00 -0.01 0.32
H 1.6710 -8.4404 -4.1142 -0.02 -0.03 0.02 0.23
H 3.1179 -7.6205 -3.4940 0.02 -0.02 0.02 0.33
H 2.9797 -6.4347 -1.6161 0.01 0.01 -0.03 0.35
H 1.6608 -7.0439 -0.5865 0.09 0.02 0.04 0.37
H 1.7161 -4.7102 -0.3752 -0.04 -0.01 0.02 0.38
H 0.2653 -5.0678 -1.3154 -0.01 -0.08 -0.12 0.19
H 1.3341 -5.1506 -4.0295 -0.10 -0.05 0.07 0.18
H 1.9838 -3.5140 -4.1712 0.00 0.00 0.00 0.43
H -0.2902 -3.3468 -4.7529 0.09 0.11 0.00 0.45
H -0.1005 -2.5950 -3.1532 0.07 0.02 -0.02 -0.19
H -1.8569 -2.9875 -1.9063 -0.01 0.04 -0.04 0.31
H -2.8234 -4.4552 -2.1824 0.00 -0.02 -0.04 0.27
H -2.7259 -3.1971 -3.4374 0.01 0.06 0.03 0.34
C -1.5718 1.8652 2.2046 0.06 -0.06 -0.03 -0.77
O -0.8575 1.8833 3.4318 -0.23 0.05 0.15 -0.30
C -0.5284 3.1858 3.8640 0.08 -0.14 -0.12 -0.41
C -0.4746 3.2676 5.3723 0.09 0.06 0.02 -0.45
O -1.7453 3.2579 6.0064 0.00 0.02 0.08 -0.43
C -2.4311 2.0210 6.1004 -0.11 0.02 -0.07 -0.31
C -1.9099 1.0971 7.1772 0.01 -0.16 0.00 -0.58
O -0.6938 0.4805 6.7942 0.10 0.25 -0.03 -0.25
C 0.1297 0.1487 7.8838 -0.05 -0.07 -0.05 -0.77
H -0.9442 2.1811 1.3670 -0.01 0.03 -0.05 0.11
H -1.9025 0.8458 2.0242 0.06 -0.02 -0.03 0.37
H -2.4534 2.5130 2.2580 0.02 0.02 -0.04 0.44
H -1.2612 3.9118 3.4924 -0.02 0.01 0.01 0.37
H 0.4598 3.4630 3.4688 -0.02 0.10 -0.03 0.26
H -0.0463 4.2402 5.6283 0.01 -0.01 0.01 0.37
H 0.1807 2.4952 5.7803 -0.06 -0.10 -0.07 0.21
H -2.4751 1.5117 5.1362 0.13 -0.05 0.01 0.15
H -3.4509 2.2933 6.3838 -0.01 -0.02 -0.02 0.38
H -2.6628 0.3170 7.3593 -0.04 0.05 0.08 0.38
H -1.7728 1.6685 8.1036 0.02 0.02 0.00 0.34
H 0.3252 1.0237 8.5159 -0.02 -0.02 0.02 0.33
H 1.0756 -0.2089 7.4807 -0.02 -0.03 -0.01 0.23
H -0.3149 -0.6430 8.4999 0.01 0.02 0.04 0.32



No. 2
84
Properties=species:S:1:pos:R:3:forces:R:3:mulliken_charge:R:1 method="wB97M-V/def2-TZVPD" total_charge=+4 total_energy_ev=-138546.9156 homo_lumo_gap_ha="0.226 / 0.171"
Pb -0.0151 0.0066 -0.2919 -0.97 0.44 0.74 0.70
P -2.7635 -0.1118 -0.7534 -0.92 -0.01 -0.03 0.54
P 0.2091 -2.7825 -0.3417 0.28 -1.61 -0.17 0.84
P -0.0075 2.7589 -0.4199 0.04 1.29 -0.44 0.73
H 2.2316 -0.8817 -2.4711 0.05 0.33 0.31 0.40
C 2.3557 0.0667 -1.9310 0.94 0.10 0.89 -0.54
C 2.8636 0.1000 -0.6697 0.25 -0.03 -0.91 -0.61
H 3.1549 -0.8224 -0.1390 -0.18 0.54 -0.33 0.26
C -3.0102 -0.1646 -2.5621 0.20 0.00 -0.41 -1.00
C -3.5908 -1.5890 -0.0788 0.12 -0.31 0.25 -1.06
C -3.7254 1.3063 -0.1425 0.03 0.33 0.24 -0.82
C 1.9356 -3.3572 -0.3076 0.39 0.38 0.16 -1.12
C -0.6638 -3.8145 0.8708 -0.38 0.15 0.55 -1.00
C -0.4172 -3.3023 -1.9812 -0.23 0.49 -0.27 -1.00
C 1.6658 3.4553 -0.4041 0.50 -0.25 0.14 -1.16
C -0.9227 3.7167 0.8145 -0.34 -0.16 0.50 -0.92
C -0.6944 3.2082 -2.0436 -0.21 -0.20 -0.41 -1.01
H 2.1497 0.9863 -2.4968 0.07 -0.35 0.30 0.46
H 3.0723 1.0490 -0.1466 -0.13 -0.55 -0.37 0.26
H -4.0737 -0.2106 -2.8552 0.37 0.02 0.27 0.48
H -2.4932 -1.0426 -2.9856 -0.26 0.19 0.20 0.28
H -2.5596 0.7309 -3.0239 -0.24 -0.20 0.22 0.19
H -4.6725 -1.6155 -0.3025 0.46 0.16 -0.02 0.53
H -3.4605 -1.5958 1.0168 -0.10 0.04 -0.36 0.24
H -3.1251 -2.5048 -0.4784 -0.24 0.33 0.09 0.29
H -4.8052 1.2013 -0.3522 0.47 -0.09 -0.01 0.56
H -3.3652 2.2391 -0.6060 -0.20 -0.34 0.11 0.27
H -3.5760 1.3891 0.9476 -0.08 -0.07 -0.40 0.03
H 2.0032 -4.4425 -0.4895 -0.15 0.36 0.03 0.48
H 2.3728 -3.1349 0.6800 -0.15 -0.16 -0.31 0.25
H 2.5340 -2.8220 -1.0621 -0.20 -0.32 0.17 0.29
H -0.8369 -4.8376 0.4917 0.20 0.42 0.02 0.53
H -1.6376 -3.3615 1.1185 0.33 -0.25 -0.09 0.18
H -0.0786 -3.8645 1.8048 -0.18 0.00 -0.42 0.31
H -0.1602 -4.3493 -2.2140 -0.04 0.35 0.25 0.51
H 0.0149 -2.6533 -2.7634 -0.10 -0.29 0.22 0.16
H -1.5131 -3.1850 -2.0196 0.38 -0.14 0.02 0.27
H 1.6491 4.5389 -0.5998 -0.10 -0.33 0.03 0.49
H 2.3060 2.9615 -1.1496 -0.21 0.27 0.11 0.33
H 2.1241 3.2864 0.5825 -0.15 0.13 -0.22 0.23
H -0.9474 4.7898 0.5597 0.12 -0.38 -0.07 0.56
H -0.4485 3.5952 1.8006 -0.08 0.07 -0.28 0.20
H -1.9531 3.3458 0.9066 0.28 0.15 -0.05 0.23
H -0.5463 4.2747 -2.2762 -0.02 -0.31 0.19 0.50
H -1.7729 2.9880 -2.0827 0.32 0.15 0.07 0.25
H -0.2132 2.6116 -2.8366 -0.06 0.23 0.24 0.22
C 0.9261 0.1073 -6.4461 -1.03 -0.08 0.56 0.45
C 2.0383 -0.1043 -5.6126 1.67 -0.01 0.08 0.80
C 3.3340 -0.0346 -6.1367 -1.04 -0.20 1.12 -0.46
C 3.5340 0.2166 -7.5036 -0.01 0.06 -0.26 -0.46
C 2.4239 0.4013 -8.3434 -1.16 0.02 0.03 -0.60
C 1.1221 0.3457 -7.8236 0.68 0.21 -0.99 -0.44
Se -0.8360 0.0868 -5.7053 1.44 -0.07 -0.46 0.33
H -0.3727 -0.2226 -4.3137 -0.08 0.11 -0.59 -0.05
H 1.8846 -0.3121 -4.5559 0.12 0.05 -0.30 -0.36
H 4.1884 -0.1784 -5.4733 -0.23 0.02 -0.25 0.42
H 4.5500 0.2655 -7.9104 -0.42 -0.02 0.14 0.44
H 2.5706 0.5912 -9.4083 -0.09 -0.07 0.33 0.43
H 0.2605 0.4901 -8.4743 0.25 -0.01 0.04 0.40
C 2.1200 2.9588 4.5436 0.00 -0.13 -0.27 -1.26
C 1.9333 1.5501 4.0400 -0.19 -0.08 0.01 -0.14
O 0.5391 1.5295 3.4995 -0.11 -1.04 -1.85 -0.06
P -0.1917 0.5285 2.4502 -1.73 -0.58 3.76 -0.66
O -1.7772 0.9126 2.6806 1.96 -0.09 -1.54 0.09
C -2.5126 0.5518 3.9002 -0.13 0.02 0.08 -0.28
C -1.9769 1.3281 5.0649 -0.12 -0.27 0.45 -1.01
O -0.1322 -0.9530 3.0296 0.60 -0.29 -0.58 0.14
C 0.3404 -1.8738 4.1686 -0.58 0.95 -0.31 -0.36
C 1.7708 -2.2597 3.9417 0.23 -0.13 0.05 -0.99
H 2.2062 3.6426 3.6951 0.14 0.03 0.17 0.28
H 3.0182 3.0076 5.1613 -0.09 0.15 -0.04 0.43
H 1.2413 3.2537 5.1162 0.17 -0.01 0.20 0.31
H 2.6665 1.2798 3.2652 -0.36 0.05 0.04 0.31
H 1.9922 0.8042 4.8434 -0.20 0.18 -0.21 0.29
H -3.5599 0.7924 3.6916 0.26 0.08 -0.12 0.40
H -2.4424 -0.5301 4.0195 0.08 0.03 0.09 0.25
H -0.9586 1.0052 5.3025 -0.23 0.22 0.11 0.15
H -2.0069 2.3974 4.8655 0.13 0.01 -0.02 0.28
H -2.6104 1.1427 5.9326 0.03 -0.03 0.06 0.47
H -0.3450 -2.7247 4.0978 0.11 0.29 0.00 0.45
H 0.1305 -1.3287 5.0959 0.24 -0.12 -0.22 0.34
H 2.4092 -1.3811 3.7918 -0.12 -0.21 -0.03 0.24
H 2.1636 -2.7903 4.8192 -0.19 0.08 -0.14 0.45
H 1.8478 -2.9514 3.0912 0.11 0.27 0.15 0.15



No. 3
84
Properties=species:S:1:pos:R:3:forces:R:3:mulliken_charge:R:1 method="wB97M-V/def2-TZVPD" e_above_lowest_kj_mol=190.7 total_charge=+4 spin_multiplicity=5 total_energy_ev=-73243.8785 homo_lumo_gap_ha="0.277 / 0.220"
Pt -0.2194 0.2796 0.0269 -4.03 -0.31 0.74 2.61
P -0.3919 0.2756 2.3837 0.16 -0.43 1.07 0.41
P -2.9713 -0.2227 -0.6985 -2.35 -1.28 -1.07 1.27
P -0.9227 2.5571 -0.1837 -0.62 0.95 -0.11 0.79
H 1.1200 -0.3103 -2.3278 0.13 -0.02 0.51 -0.19
C 1.1614 0.3916 -1.4830 -0.18 0.70 -0.97 0.29
C 2.0775 0.2876 -0.4051 3.98 0.92 0.17 -2.52
H 2.0249 -0.3339 0.4909 0.13 0.03 -0.20 0.42
C 0.5566 -1.0394 3.1833 0.12 -0.05 -0.27 -1.18
C -2.1004 -0.0366 2.8969 -0.24 0.08 -0.37 -1.09
C 0.1611 1.7820 3.2339 -0.07 0.11 -0.30 -0.95
C -3.2525 -0.0056 -2.5112 0.75 0.29 -0.14 -1.67
C -3.3757 -2.0134 -0.5537 0.74 -0.21 0.34 -1.38
C -4.5907 0.4276 -0.0517 0.25 0.63 0.78 -1.63
C 0.0105 4.0332 0.3642 0.60 -0.06 0.17 -1.33
C -2.5342 2.9492 0.5974 -0.11 -0.07 0.01 -1.26
C -1.1423 2.8631 -1.9778 -0.02 0.17 -0.14 -1.63
H 1.0447 1.4174 -1.8493 0.15 -0.28 -0.17 0.38
H 2.9813 0.9254 -0.4460 -0.31 -0.91 -0.19 1.00
H 1.6171 -0.9554 2.9304 -0.08 -0.09 0.08 0.35
H 0.1892 -2.0238 2.8753 0.07 0.21 0.06 0.22
H 0.4304 -0.9196 4.2658 0.03 -0.01 -0.11 0.69
H -2.5226 -0.8716 2.3216 0.15 0.13 0.22 0.14
H -2.7274 0.8509 2.7647 0.10 -0.24 0.14 0.35
H -2.0687 -0.3095 3.9593 -0.04 0.05 -0.12 0.56
H 1.2183 1.9827 3.0192 -0.25 -0.06 0.07 0.12
H 0.0479 1.6093 4.3116 0.01 0.03 -0.14 0.56
H -0.4365 2.6541 2.9509 0.08 -0.12 0.08 0.40
H -4.3132 0.2076 -2.6820 0.20 -0.05 0.13 0.50
H -2.9939 -0.9283 -3.0408 -0.02 0.25 0.11 0.47
H -2.6561 0.8195 -2.9097 -0.20 -0.21 -0.16 0.39
H -4.4428 -2.1511 -0.7745 0.26 0.24 -0.08 0.71
H -3.1701 -2.3639 0.4645 -0.15 -0.02 -0.30 0.39
H -2.7802 -2.6085 -1.2570 -0.08 0.11 0.25 0.22
H -5.1430 0.9319 -0.8550 0.28 -0.06 0.18 0.51
H -4.4481 1.1351 0.7690 -0.29 -0.19 -0.09 0.39
H -5.1933 -0.4153 0.3115 0.30 0.19 -0.06 0.50
H -0.6774 4.7661 0.8031 0.17 -0.22 -0.18 0.63
H 0.4944 4.4971 -0.5031 0.01 -0.11 0.30 0.47
H 0.7668 3.7773 1.1107 -0.15 0.22 -0.14 0.17
H -2.5322 4.0130 0.8656 -0.16 -0.30 -0.17 0.60
H -2.6920 2.3757 1.5193 -0.01 0.20 -0.34 0.13
H -3.3530 2.7670 -0.1075 0.15 0.04 0.27 0.45
H -0.7795 3.8807 -2.1787 -0.31 -0.25 -0.12 0.57
H -2.2007 2.7883 -2.2571 0.29 0.15 0.06 0.49
H -0.5672 2.1678 -2.6010 -0.25 0.22 0.13 0.45
C 4.0170 3.5712 1.6267 0.21 -1.52 2.38 0.38
C 3.1349 3.0237 0.6774 -0.59 -0.36 -1.36 0.96
C 3.0907 3.5384 -0.6088 -0.48 -1.63 1.40 -0.39
C 3.7496 4.7355 -0.8790 0.07 0.59 -0.68 -0.54
C 4.4730 5.3906 0.1247 0.84 -0.13 1.20 -0.59
C 4.6711 4.7809 1.3671 0.65 1.51 -0.72 -0.41
O 4.2568 2.9075 2.8006 -0.41 1.76 -2.34 -0.40
H 3.7440 2.0870 2.8142 0.14 -0.15 0.18 0.32
H 2.5073 2.1724 0.9616 0.41 0.25 -0.09 -0.30
H 2.5471 2.9679 -1.3676 0.12 0.58 0.12 0.48
H 3.6637 5.1694 -1.8770 0.18 -0.01 0.28 0.48
H 4.9566 6.3354 -0.1142 -0.05 -0.15 0.19 0.47
H 5.3265 5.1965 2.1378 -0.19 0.00 -0.31 0.50
C 2.6699 -4.6011 -0.3021 -0.06 -0.03 -0.05 -1.31
C 2.8011 -3.1069 -0.2083 0.18 0.22 -0.19 -0.05
O 1.6220 -2.4693 0.4716 -0.83 0.68 -0.38 0.18
P 0.1973 -2.0156 -0.1061 -0.35 -4.54 0.24 -2.17
O -0.8478 -2.9034 0.7812 1.20 1.49 -0.62 -0.07
C -0.7190 -4.3983 1.0090 0.30 0.14 -0.01 -0.19
C -1.5485 -5.1334 -0.0086 -0.07 0.03 -0.37 -0.96
O 0.1451 -2.7048 -1.5511 0.34 0.90 0.87 0.56
C -0.2205 -2.3201 -2.9112 -0.06 0.10 0.00 0.15
C -0.2234 -3.5533 -3.7639 -0.22 -0.32 -0.21 -1.44
H 2.5560 -5.0565 0.6900 0.03 0.06 -0.30 0.36
H 3.6008 -4.9743 -0.7441 -0.10 -0.02 0.13 0.48
H 1.8580 -4.8988 -0.9747 0.07 0.02 0.22 0.27
H 3.6535 -2.8236 0.4195 -0.33 0.02 -0.07 0.38
H 2.9268 -2.6384 -1.1940 -0.17 -0.09 0.25 0.29
H 0.3492 -4.6582 0.9700 -0.43 0.17 -0.02 0.12
H -1.0825 -4.5570 2.0298 0.06 0.23 -0.23 0.42
H -1.1487 -4.9794 -1.0240 -0.17 -0.11 0.36 0.12
H -1.5208 -6.2122 0.2047 -0.05 0.33 -0.01 0.49
H -2.5941 -4.7911 0.0228 0.32 -0.27 0.02 0.27
H -1.1921 -1.8077 -2.8864 0.27 -0.20 0.00 -0.11
H 0.5227 -1.6339 -3.3264 0.02 -0.06 0.22 0.36
H -1.0718 -4.2173 -3.5563 0.25 0.16 -0.02 0.37
H -0.2884 -3.2121 -4.7975 -0.11 -0.17 -0.10 0.47
H 0.7138 -4.1145 -3.6726 -0.19 0.17 0.08 0.31